(1)
{"formula": "C18H58O15P", "method": "the ωB97M-V functional and the def2-TZVPD basis", "relative_energy_kj_mol": 54.6, "total_charge": -3, "homo_ev": -0.5, "orbital_gap_ev": 7.1, "symbols": ["P", "O", "O", "O", "O", "C", "C", "O", "H", "H", "H", "H", "H", "H", "C", "C", "O", "H", "H", "H", "H", "H", "H", "C", "C", "O", "H", "H", "H", "H", "H", "H", "C", "C", "O", "H", "H", "H", "H", "H", "H", "C", "C", "O", "H", "H", "H", "H", "H", "H", "C", "C", "O", "H", "H", "H", "H", "H", "H", "C", "C", "O", "H", "H", "H", "H", "H", "H", "C", "O", "H", "H", "H", "H", "C", "O", "H", "H", "H", "H", "C", "O", "H", "H", "H", "H", "C", "O", "H", "H", "H", "H"], "xyz": [[-0.06069, 0.08915, -0.43894], [-0.56627, 1.42865, -1.04400], [0.66615, 0.44080, 1.02523], [0.86255, -0.61499, -1.36198], [-1.27999, -0.80181, -0.21973], [-5.33227, 1.24698, 0.01374], [-3.84825, 0.85253, -0.15179], [-3.76183, -0.57203, -0.31017], [-6.00548, 0.57500, 0.46071], [-5.64518, 1.29751, -0.89649], [-5.40322, 2.28489, 0.36326], [-3.35897, 1.05816, 0.66656], [-3.28976, 1.34742, -0.91716], [-2.94772, -0.86682, -0.29846], [2.78429, -4.44508, -2.66715], [1.88334, -3.50854, -1.86713], [2.60911, -2.23968, -1.68952], [3.75136, -4.59422, -2.30505], [2.78486, -3.77019, -3.59168], [2.39329, -5.57049, -2.69358], [1.78041, -3.98914, -0.84784], [0.91007, -3.50146, -2.38438], [2.00000, -1.56145, -1.30872], [5.29500, 0.93773, 0.03338], [3.80278, 0.36466, 0.26690], [3.15946, 1.08941, 1.37815], [5.26120, 1.88794, -0.36463], [5.97731, 0.29522, -0.42683], [5.77991, 1.12491, 0.95022], [3.95786, -0.57659, 0.21264], [3.10515, 0.34559, -0.67798], [2.25907, 1.22116, 1.06855], [-3.07471, 4.50906, 1.17073], [-1.80756, 3.74590, 0.75001], [-2.05931, 3.39701, -0.51993], [-2.88093, 4.95358, 2.06296], [-4.04940, 4.02122, 1.32741], [-3.47169, 5.23910, 0.41576], [-1.71254, 2.99845, 1.58651], [-0.89136, 4.15630, 0.85739], [-1.60199, 2.59777, -0.87385], [-1.44788, -5.39222, -1.47114], [-1.67820, -4.07306, -0.82217], [-1.68226, -2.95525, -1.66744], [-1.67324, -6.21351, -0.70545], [-0.51052, -5.33065, -1.69215], [-2.01336, -5.46210, -2.32796], [-2.53880, -4.02161, -0.06489], [-0.84278, -3.93290, -0.07321], [-1.47917, -2.12238, -1.11262], [0.54582, 3.50628, 4.42481], [0.89303, 2.73341, 3.27035], [-0.04861, 1.75419, 2.91550], [0.32665, 2.95484, 5.40053], [-0.32636, 4.04982, 4.40482], [1.32834, 3.88478, 4.77165], [1.91874, 2.10667, 3.49414], [0.96064, 3.40262, 2.44747], [0.22994, 1.26946, 2.07232], [1.73399, -3.70103, 2.66791], [1.46192, -2.51863, 1.68236], [1.54953, -1.38400, 2.45727], [2.71508, -3.87790, 2.89984], [1.44425, -4.76042, 2.17179], [1.12287, -3.48881, 3.63699], [0.50378, -2.73449, 1.39055], [2.02982, -2.38811, 0.81489], [1.14158, -0.74690, 1.91619], [1.62939, 3.64291, -0.44671], [0.73802, 3.52589, -1.54435], [2.67370, 3.24743, -0.70838], [1.25827, 2.98256, 0.27663], [1.70743, 4.59762, -0.04656], [0.22758, 2.75506, -1.31217], [-2.07088, 0.19149, -3.57455], [-1.56765, 1.59376, -3.36980], [-2.78038, 0.10077, -2.89761], [-1.28558, -0.46739, -3.27261], [-2.47634, 0.13531, -4.65944], [-1.02993, 1.63729, -2.43930], [2.10083, 1.15950, -3.71531], [1.88785, -0.22511, -3.59352], [1.05271, 1.48777, -3.23918], [2.21629, 1.51541, -4.71419], [2.77658, 1.54861, -2.86960], [1.54580, -0.09859, -2.67458], [-2.05880, -0.91453, 2.78161], [-2.20767, -1.95591, 1.85217], [-1.18331, -0.94879, 3.43057], [-2.17443, -0.04799, 2.36930], [-2.77913, -1.07045, 3.62357], [-1.83918, -1.84435, 1.08850]], "mulliken_charge": [-1.1628, 0.0834, 0.1610, -1.0542, 1.0684, -2.0646, 1.1298, -0.6791, 0.4236, 0.6734, 0.2695, -0.3240, 0.0523, 0.4505, -1.4751, 0.7758, -0.5618, 0.3678, 0.3022, 0.2436, -0.0520, 0.0657, 0.2125, -1.7714, 0.3652, -0.5949, 0.3807, 0.4467, 0.4366, 0.5801, -0.0906, -0.1025, -1.5369, 0.3284, -0.6288, 0.5493, 0.1962, 0.2651, -0.1353, 0.5710, 0.4225, -1.2022, 0.4567, -0.6370, 0.2660, 0.1434, 0.4049, 0.2731, -0.2657, 0.1243, -1.9345, 0.7816, -0.5633, 0.3383, 0.4254, 0.6301, -0.0227, -0.1714, 0.0608, -1.6581, 1.2323, -0.7021, 0.5169, 0.2256, 0.2908, -0.3868, 0.0027, 0.2044, 0.5655, -0.5484, -0.0158, -0.8071, 0.4671, 0.2959, -0.4050, -0.6627, 0.2338, 0.0594, 0.2494, 0.3701, -0.1966, -0.5813, 0.0441, 0.4004, -0.0223, 0.3483, -0.1889, -0.6713, 0.2195, -0.2143, 0.3130, 0.3262]}

***

(2)
{"formula": "C18H60N2O12", "method": "the ωB97M-V functional and the def2-TZVPD basis", "relative_energy_kj_mol": 215.2, "total_charge": 0, "homo_ev": -9.5, "smiles": "NC(N)=O.CCO.CCO.CCO.CCO.CCO.CCO.CO.CO.CO.CO.CO", "orbital_gap_ev": 9.6, "symbols": ["N", "C", "N", "O", "H", "H", "H", "H", "C", "C", "O", "H", "H", "H", "H", "H", "H", "C", "C", "O", "H", "H", "H", "H", "H", "H", "C", "C", "O", "H", "H", "H", "H", "H", "H", "C", "C", "O", "H", "H", "H", "H", "H", "H", "C", "C", "O", "H", "H", "H", "H", "H", "H", "C", "C", "O", "H", "H", "H", "H", "H", "H", "C", "O", "H", "H", "H", "H", "C", "O", "H", "H", "H", "H", "C", "O", "H", "H", "H", "H", "C", "O", "H", "H", "H", "H", "C", "O", "H", "H", "H", "H"], "xyz": [[2.75580, 4.43783, -1.38297], [1.83280, 3.71983, -0.96697], [0.76080, 3.82683, -1.75997], [1.90980, 3.21383, 0.27003], [3.51080, 4.34083, -0.75797], [2.80080, 4.53083, -2.46297], [-0.12520, 3.27183, -1.45597], [0.76180, 4.21683, -2.68997], [3.20580, -2.82517, 3.28203], [2.20980, -1.76717, 2.73303], [1.06480, -2.35417, 2.14803], [3.44980, -3.70017, 2.63203], [2.78480, -3.43817, 4.04703], [4.13580, -2.28117, 3.46603], [2.57380, -1.15817, 1.97103], [2.03780, -0.98717, 3.47203], [0.45480, -1.66617, 1.90903], [-1.99320, -3.74417, 1.52103], [-1.33020, -3.70717, 0.15803], [-0.12220, -4.35417, 0.27803], [-1.39220, -3.22817, 2.24103], [-2.23520, -4.77717, 1.84303], [-2.90020, -3.11217, 1.48203], [-1.07520, -2.69217, -0.17097], [-1.81620, -4.11317, -0.71097], [0.45780, -3.66717, 0.53503], [-0.16620, -0.23317, -1.01497], [0.10280, 0.25983, 0.40403], [-0.84120, -0.27317, 1.37703], [0.26580, -1.23217, -1.26097], [0.37780, 0.52283, -1.62797], [-1.17720, -0.29617, -1.24097], [0.18780, 1.34083, 0.32303], [1.05380, -0.16417, 0.56303], [-0.85520, 0.19383, 2.21203], [-0.44820, 1.74683, -4.09897], [-1.20420, 1.73383, -5.36897], [-2.54020, 2.06883, -5.11797], [0.44780, 1.16883, -4.07497], [-1.00720, 1.18283, -3.29597], [-0.03120, 2.70283, -3.81897], [-1.05320, 0.76683, -5.78997], [-0.81620, 2.38783, -6.09297], [-3.07820, 2.42583, -5.85797], [0.84380, 1.93683, 3.58603], [-0.54320, 2.69183, 3.48303], [-1.49320, 1.65683, 3.16403], [1.59280, 2.62883, 3.89403], [1.10580, 1.65983, 2.53903], [0.93280, 1.04683, 4.22503], [-0.44520, 3.41283, 2.62603], [-0.86820, 3.25983, 4.38703], [-2.37320, 2.09883, 2.96703], [3.24180, 0.70483, -1.19797], [3.18280, 1.37783, -2.58597], [3.57580, 0.39883, -3.59697], [3.02780, 1.21183, -0.31297], [4.24180, 0.37283, -0.98297], [2.56780, -0.15517, -1.19197], [3.74580, 2.25883, -2.67097], [2.18180, 1.74783, -2.76197], [3.16780, 0.60683, -4.41997], [-1.78920, -1.17117, 4.63203], [-2.37220, -0.00817, 5.15003], [-2.03820, -1.94417, 5.37503], [-0.72820, -1.04717, 4.43603], [-2.21220, -1.60817, 3.69703], [-2.06220, 0.69583, 4.55803], [-1.40420, -2.71617, -3.31097], [-1.46620, -1.59117, -4.17397], [-1.38420, -2.35917, -2.29597], [-0.43520, -3.17617, -3.38297], [-2.15520, -3.51817, -3.43197], [-2.24320, -1.12217, -3.98397], [-3.91120, -0.23117, 1.33903], [-5.15120, 0.10783, 0.76503], [-3.22820, -0.39917, 0.52603], [-4.06520, -1.06517, 2.04003], [-3.54120, 0.61483, 1.86303], [-5.55920, 0.84083, 1.22903], [2.86280, -3.67917, -0.36997], [3.85880, -3.91817, -1.33597], [2.51380, -4.59817, 0.11103], [2.03680, -3.18217, -0.88597], [3.27580, -3.05717, 0.46503], [4.29080, -4.68517, -1.01597], [-2.16620, 3.39883, 0.11203], [-1.99920, 3.06183, -1.22097], [-2.99320, 4.07483, 0.29203], [-1.30420, 3.82783, 0.62203], [-2.39920, 2.51883, 0.72803], [-2.85120, 2.73083, -1.52897]], "mulliken_charge": [-0.3475, 0.3398, -0.1087, -0.6459, 0.3466, 0.2456, -0.1108, 0.2759, -1.4941, 0.3278, -0.3822, 0.2652, 0.4347, 0.3940, 0.1493, 0.0747, 0.2152, -0.6033, 0.6872, -0.5794, -0.0761, 0.4070, 0.1390, -0.7747, 0.5069, 0.2510, -0.4498, 0.8429, 1.2695, -0.6280, -0.6391, 0.8124, 0.0655, -0.4893, -0.3960, -0.1761, -0.7059, -0.5426, 0.3312, -0.0794, 0.1315, 0.2820, 0.4775, 0.3000, -0.8458, -0.1210, -0.8569, 0.5220, -0.0701, 0.2526, 0.1133, 0.3780, 0.2279, -0.8227, 0.2887, -0.5629, 0.3085, 0.6120, -0.0866, 0.4114, -0.3912, 0.3194, -0.2508, -0.6585, 0.4052, 0.0178, -0.0254, 0.5605, -0.3758, -0.4482, -0.1578, 0.3182, 0.3984, 0.2642, 0.5446, -0.6181, -0.1502, 0.2434, -0.3090, 0.3231, -0.1938, -0.5262, 0.4197, -0.1000, 0.0254, 0.3104, -0.5132, -0.6098, 0.4631, 0.2391, 0.0186, 0.3653]}